16 unconnected molecules or ions with the total composition C84H216N16O26 at a distorted geometry, computed with ωB97M-V/def2-TZVPD.

The geometry in XYZ format:
```
342
Properties=species:S:1:pos:R:3
H 2.486 5.794 -3.042
O 1.216 4.555 -1.986
H -11.434 -5.206 3.153
O 2.980 1.725 3.340
H -5.166 4.519 -3.468
H -8.505 -5.244 -3.131
C 7.038 -5.474 -2.583
O -2.180 4.280 5.117
O 5.939 0.719 -2.707
H 3.266 -3.918 -0.143
C 0.160 -7.015 4.534
C -2.634 -7.464 -2.503
H -2.660 -0.346 -3.697
C -1.537 -3.532 7.189
H -0.641 0.068 -5.121
H -4.586 2.407 -0.155
H 0.144 -1.030 0.333
H -0.585 -3.128 2.082
H -0.169 -1.081 -6.206
H -8.140 5.260 0.339
H 3.531 1.903 -1.020
H 4.716 9.535 -4.028
H -5.146 -6.730 -0.946
N -2.834 -5.597 7.526
C -11.645 -5.866 2.311
C -0.203 5.725 -7.325
C 5.072 -2.715 2.561
C -1.667 -8.055 1.662
C -1.145 -1.320 6.489
H -0.292 6.000 -1.739
H 0.148 -5.079 -2.079
H 7.736 -6.225 -2.953
H -3.074 -9.485 3.322
H -5.968 -1.905 -4.107
H -1.662 -9.311 -2.316
H 4.442 -0.734 1.010
H 1.590 -5.535 5.962
C 7.358 0.680 -2.639
H -4.915 0.740 -3.756
C 2.442 -0.232 4.844
C 8.489 7.462 -0.675
C 1.200 3.911 -7.395
C -2.388 -4.337 8.098
H 4.968 -1.696 2.933
H 3.369 5.111 0.857
H -7.364 0.750 1.430
O -0.145 4.359 -7.389
H -2.346 -5.330 -3.874
N 9.255 5.217 -1.453
H -1.902 0.927 0.189
H 0.175 2.504 -2.802
O -1.315 -9.360 2.100
H -5.411 -0.322 -2.504
N 3.329 -1.343 5.212
H -2.926 4.826 -7.121
N -2.557 -9.033 -0.464
C -4.596 2.501 0.931
N -2.397 4.588 -2.831
H -0.923 -5.441 9.152
H -1.982 -10.793 3.560
C -10.931 1.752 -0.029
H 4.378 8.558 -1.761
H 1.524 -4.588 2.483
H -0.075 6.108 -8.338
H -5.611 2.859 -2.902
C 2.197 -3.210 -3.744
H 7.503 7.894 -0.505
C 3.425 3.078 3.280
C -0.829 2.793 -3.114
H 2.722 -2.561 -3.043
C 5.318 0.062 -3.792
C -5.477 3.904 -2.623
H 0.153 1.104 2.258
H -3.952 4.156 3.456
O 7.148 3.854 0.191
C -2.848 -8.111 0.651
H -0.020 -7.692 3.699
H 13.958 0.095 0.434
H 1.806 -5.347 -2.298
N 4.611 9.368 -1.205
H 1.756 -0.045 5.670
H -0.440 3.471 3.902
H 0.758 6.178 -7.078
N 7.553 3.072 -2.991
H 4.505 5.770 1.939
H 7.541 3.126 -1.983
O 4.955 -2.722 1.175
H 9.525 -2.839 -1.688
C 1.287 -3.894 -0.715
C -9.580 -5.332 1.279
H 6.582 -6.153 -1.862
H -0.704 3.035 -4.169
C 13.350 -0.091 -0.451
H -2.283 -6.419 7.728
H 6.440 -5.272 -3.472
C 3.642 6.052 1.336
H 7.820 -0.226 -3.030
O 11.986 -0.405 0.006
H -1.081 -3.720 9.684
H -2.152 4.982 -3.728
C -2.610 -1.392 -4.000
H -9.554 -0.497 -2.348
N -1.255 7.727 -6.512
H -8.247 -0.199 -1.157
H -6.518 -3.523 -2.921
N -3.407 4.266 2.612
H -8.316 -3.769 0.498
H 2.573 8.951 -0.443
H -2.095 -1.970 -3.233
H 2.068 -1.390 -0.043
O 3.706 7.059 0.435
C 4.206 10.459 -2.155
H 8.974 3.282 0.854
H -3.515 -0.565 -0.624
C 4.074 -1.219 6.420
H 1.718 -3.967 8.280
H 2.873 3.683 3.999
C 3.809 9.930 -3.570
H 2.007 2.138 0.911
H -1.820 -3.990 6.241
H -6.031 0.154 1.957
H 1.294 -4.625 0.093
H 7.629 2.157 1.123
H 7.772 0.690 -1.631
H 2.057 -6.673 3.648
H 4.668 -0.356 6.121
H 9.442 -0.846 0.392
O 0.968 -3.671 -3.212
H -0.647 3.388 6.164
H -7.080 2.801 -0.934
H -0.708 -6.520 4.970
H -2.208 -4.862 10.272
C 1.299 1.446 0.454
C -9.053 -4.483 0.132
H 0.478 -5.849 1.888
H 2.661 1.844 5.407
H -2.068 7.961 -5.959
C -1.471 6.356 -6.648
H 7.701 3.498 2.203
H 2.084 2.100 -2.002
H -1.545 3.466 1.920
H 10.811 0.201 -1.309
H -11.781 1.445 -0.638
H -7.560 0.017 -4.673
C -2.625 -5.177 -2.831
C -1.825 -8.475 -1.636
H 0.470 1.985 -0.004
C -1.333 4.095 3.881
H 13.301 0.852 -0.994
C -2.812 -0.931 0.125
H 0.818 -4.533 5.131
O 1.898 0.592 -0.509
O -11.030 -5.424 1.114
C -10.265 2.950 -0.753
O -2.155 -6.229 -1.978
H 9.283 5.732 0.447
C 9.981 -1.562 -0.228
H -5.751 -5.382 0.185
H 8.931 7.780 -1.619
H 3.056 0.655 -2.193
H 7.121 -1.405 -0.603
H -4.313 -3.016 1.137
H -2.586 5.373 -2.225
H -0.775 5.118 6.340
H 5.089 11.085 -2.289
H -11.168 -6.800 2.608
H 1.123 2.824 -7.420
H -1.670 -0.368 6.405
H -9.872 -3.824 -0.154
H -6.728 -6.616 -0.684
C 3.277 -1.148 7.786
H 13.603 -0.894 -1.143
H -2.276 -7.535 -3.530
H 2.502 -2.525 1.348
H 3.343 10.738 -4.135
C 2.687 1.372 -1.459
C -5.872 -5.943 -0.742
H -8.652 -6.272 -1.108
H -3.697 -4.997 -2.751
H -9.680 2.514 -1.563
H -1.978 -7.412 2.486
N 1.614 -5.146 5.030
H -6.498 4.234 -0.040
H -0.854 5.014 3.544
H -1.088 -1.774 5.500
H -4.689 3.957 -1.871
H 1.386 7.763 -4.337
H 3.044 -3.576 9.235
H -0.799 -7.633 1.156
H 1.761 4.050 -6.471
H 6.548 3.044 -3.086
N -8.807 -5.275 -1.069
H -3.735 -5.848 7.906
H 0.497 -3.143 -0.685
H 2.007 -2.548 -4.590
O -6.641 4.457 -2.062
H 3.217 10.333 0.191
H 0.192 -1.388 -4.494
O 2.324 -2.204 7.857
O -2.647 -2.364 0.073
H -3.544 -4.047 0.023
O -7.633 -1.132 -2.920
O -9.911 0.819 0.201
C -3.945 -3.038 0.112
H -2.984 -7.052 0.435
H -9.631 -0.952 1.154
H 4.802 -2.026 6.510
H -0.009 5.470 -3.421
H 2.730 -2.144 5.352
O -5.962 -5.243 -2.017
C -8.429 4.505 -0.392
O -1.818 -1.660 -5.184
H -3.188 -0.715 1.125
C 7.234 5.256 0.060
H 4.172 1.151 4.982
O 7.686 -4.320 -2.010
H -0.824 -4.410 1.146
C -10.362 -0.145 1.121
C 7.972 1.771 -3.547
H 6.411 5.602 -0.565
H -7.401 0.977 -3.128
H -10.279 0.202 2.151
C -1.138 -4.066 2.131
C -1.551 -0.096 0.055
C -5.550 -0.125 -3.567
O -1.826 -2.164 7.390
H 7.686 1.653 -4.592
H -0.867 -8.131 -1.247
H -3.775 6.405 -6.985
H -5.140 4.465 1.327
H -10.962 3.569 -1.318
H -1.490 1.993 -2.779
H -3.702 -8.609 1.111
H 0.610 -7.600 5.336
O 2.859 8.934 -3.376
H -3.710 -7.637 -2.477
N 2.612 -3.264 -0.549
C 7.731 -2.301 -0.718
C 0.515 0.502 1.424
H 2.890 -0.129 7.788
N -9.416 3.608 0.217
C 8.587 5.896 -0.376
H 6.027 -3.569 -0.942
H -3.606 4.337 0.481
H 2.904 6.242 2.115
H -2.358 2.379 3.096
H -6.055 0.296 0.198
H 1.808 4.165 -8.263
N 9.066 -2.053 -1.251
H -11.184 2.152 0.952
H -1.478 6.016 -5.612
H -4.263 -2.594 -3.001
H -9.411 -4.888 2.260
H -1.153 3.634 -1.271
H 11.497 -1.349 -1.841
H 4.500 3.194 3.418
H 3.226 5.186 -1.559
C -1.099 4.050 -2.277
N -5.159 -1.345 -4.335
H 6.610 -2.756 -2.503
C 1.094 -4.539 -2.127
C 2.746 -2.144 0.356
C 2.311 5.598 -1.984
H -2.207 -4.308 -2.324
H 5.805 -0.733 -4.356
C -1.363 4.204 6.257
C 2.713 -3.530 8.197
H 8.943 4.256 -1.433
C -1.609 -4.628 9.392
H -2.025 -9.832 -0.149
H 10.006 2.598 -3.912
C 4.003 8.364 0.932
H -0.103 -1.245 6.800
H -11.348 -0.555 0.903
H -0.460 -3.692 7.226
H 4.445 -0.290 -3.241
H 8.951 5.502 -2.373
H -3.270 -3.854 8.517
H -6.748 -3.557 -1.181
H 3.963 -1.215 8.630
H -2.898 6.112 -8.309
C 9.487 1.720 -3.527
N -0.465 -0.517 0.955
H -0.560 7.887 -5.797
H 3.525 11.290 -1.975
C -4.020 -2.049 -3.913
H -12.710 -6.029 2.150
H 1.472 9.470 -4.888
C -2.204 3.412 2.787
H 9.803 1.639 -2.487
C 6.863 -3.248 -1.564
H 10.336 -2.418 0.346
O -5.893 2.115 1.406
H 9.164 7.926 0.045
H 5.117 0.842 -4.526
O -0.554 -4.747 3.177
C -2.840 5.906 -7.240
C -8.618 -0.870 -1.932
H 1.915 -0.566 3.950
C 7.937 3.201 1.181
H -3.903 1.801 1.397
C -6.890 -4.131 -2.096
H 2.139 6.492 -1.384
H 5.949 -3.296 2.849
C 2.046 8.595 -4.584
H 5.054 8.521 1.175
H 2.456 8.262 -5.537
H -1.946 4.120 7.175
C -0.050 5.151 -2.379
H -4.074 -3.020 -4.404
H -8.997 2.850 0.736
C -2.011 -9.729 3.325
H 3.377 8.533 1.808
H -1.626 -9.098 4.127
C 11.109 -0.797 -0.985
C -4.183 3.943 1.318
H -9.006 -3.778 -2.305
H -8.888 5.049 -1.218
C -0.560 -1.016 -5.191
H 3.112 3.504 2.326
C 3.122 1.166 4.689
C 0.728 -5.272 2.778
H 1.276 -0.152 1.848
H 3.357 -3.986 7.444
C 3.547 9.363 -0.180
H 9.809 0.733 -3.859
C -6.318 0.801 1.128
H 2.774 -4.128 -3.858
H -9.171 -6.326 1.457
H 4.202 -3.222 2.979
H 7.854 -2.868 0.205
C 4.227 -1.686 0.525
C -7.107 3.889 -0.876
H -8.912 -1.734 -1.336
H 6.885 5.512 1.060
C -7.163 0.055 -3.658
H -2.201 -3.879 2.289
C -8.340 -4.638 -2.240
H -1.114 -0.203 -0.938
C 1.232 -6.056 4.003
H -4.558 -2.611 -0.682
H 4.634 -1.700 -0.486
```

* HOMO: -0.2960 Ha
* gap between HOMO and LUMO: 8.4112 eV
* energy: -167657.42955 eV
* energy above the lowest of the compared OMol25 structures with the same formula, charge and spin: 1346.8 kJ/mol
* net charge: 0